Formula: C94H212F18N10O2P3
Source: the Open Molecules 2025 dataset
Level of theory: ωB97M-V/def2-TZVPD

```
339
Properties=species:S:1:pos:R:3:forces:R:3
C 6.336245 3.120270 -8.253758 0.80 -0.61 -0.64
C 6.165959 4.044031 -7.077369 0.72 1.42 0.83
C 4.766570 4.586902 -6.749858 0.22 -0.90 -0.93
C 3.708200 3.659103 -7.379789 -0.10 -0.40 1.01
N 2.338579 4.083188 -7.015595 -1.15 0.32 0.81
C 2.030156 4.028751 -5.513854 -1.15 0.34 -1.27
C 0.474492 4.024199 -5.517075 0.00 0.25 1.67
C -0.004796 3.465711 -6.861439 1.29 -0.03 0.59
C 1.324648 3.106115 -7.558221 -1.36 2.76 -0.67
C 2.060596 5.485625 -7.526315 -0.89 -0.24 0.48
H 7.424448 2.916570 -8.272322 -0.53 -0.19 -0.36
H 6.083794 3.583061 -9.208567 0.10 0.23 0.03
H 5.794583 2.145292 -8.279169 0.26 0.65 0.59
H 6.897189 4.910109 -7.146519 -0.98 -0.82 -0.40
H 6.527017 3.617279 -6.160350 0.23 -0.93 0.39
H 4.696571 5.560728 -7.198626 -0.12 0.49 -0.04
H 4.674385 4.678446 -5.648965 -0.26 -0.08 -0.70
H 3.723747 2.653330 -7.000817 0.56 -0.39 0.72
H 3.731548 3.409881 -8.443956 0.24 1.14 -0.19
H 2.499546 4.874972 -5.058253 0.02 0.54 0.38
H 2.423028 3.135968 -5.092248 0.48 -0.90 0.02
H 0.143699 5.058680 -5.330502 -0.15 -0.46 -0.15
H 0.054172 3.391348 -4.698027 0.60 0.59 -0.44
H -0.612340 4.192003 -7.348332 -0.29 0.49 -0.76
H -0.605975 2.595046 -6.684376 0.04 -0.33 -0.09
H 1.327109 3.352665 -8.605345 -0.19 -0.67 -0.65
H 1.570005 2.124131 -7.318438 0.88 -1.53 0.18
H 1.944716 5.424315 -8.590542 0.42 -0.01 -0.67
H 2.896638 6.123989 -7.236670 -0.51 -0.01 -0.07
H 1.069888 5.872664 -7.186077 1.02 -0.40 0.20
C -0.304038 -6.271304 1.408454 -1.92 -1.15 -0.57
C 0.337571 -7.006306 0.236354 0.32 0.41 -0.33
C 1.591099 -6.208658 -0.220973 -0.77 -0.93 0.18
C 2.053780 -6.777271 -1.552055 -1.41 0.09 0.50
N 3.063519 -6.005718 -2.297477 1.57 0.50 -0.61
C 2.796195 -4.514684 -2.496691 0.24 0.60 -1.46
C 2.783516 -4.210318 -4.056275 1.17 -0.65 1.03
C 2.337928 -5.544167 -4.649683 0.04 -0.32 0.51
C 3.108376 -6.549287 -3.727400 -0.84 0.49 -0.54
C 4.383820 -6.214450 -1.506014 -1.03 -0.81 0.22
C 5.628882 -5.682799 -2.126757 -1.31 2.10 -0.61
C 6.739375 -5.574444 -1.145733 -0.18 -0.46 1.93
H -0.937812 -7.017549 1.933485 0.36 0.67 0.09
H -0.986741 -5.462644 1.087782 0.38 -0.29 -0.08
H 0.407451 -5.841972 2.063982 0.81 0.25 0.79
H -0.384736 -7.176426 -0.569331 0.00 0.32 -0.03
H 0.646382 -8.023655 0.512385 0.05 0.27 0.18
H 2.246137 -6.405812 0.624269 0.67 0.54 -0.28
H 1.349966 -5.144459 -0.299449 0.14 -0.11 0.17
H 1.162490 -6.769129 -2.186957 0.10 -0.28 -0.10
H 2.407229 -7.817499 -1.414771 -0.12 0.58 -0.36
H 3.520912 -3.901727 -1.943720 -0.56 -0.52 -0.23
H 1.804704 -4.312813 -2.162486 -0.66 0.12 0.59
H 3.807056 -4.091974 -4.426505 0.12 0.26 0.29
H 2.287701 -3.258981 -4.270317 -0.39 -0.49 -0.06
H 2.632713 -5.714508 -5.705242 -0.21 0.20 0.65
H 1.247350 -5.690559 -4.560542 0.39 -0.07 -0.04
H 4.142353 -6.626010 -3.989942 0.52 0.01 -0.35
H 2.639597 -7.519703 -3.802124 0.12 -0.35 0.41
H 4.376766 -7.288668 -1.375616 0.42 -0.33 0.11
H 4.229716 -5.767285 -0.500988 -0.07 -0.09 -0.79
H 5.294821 -4.665296 -2.487750 0.84 -0.63 0.27
H 6.005820 -6.184060 -2.986050 -0.12 -0.77 -0.81
H 6.371566 -5.188645 -0.164368 0.32 -0.19 -0.66
H 7.450451 -4.881585 -1.517461 0.98 0.46 -0.20
H 7.210720 -6.555662 -0.952690 -0.11 0.51 -0.15
C 4.992716 -1.652281 -10.438392 -0.87 0.24 0.76
C 6.075438 -1.953627 -9.417007 0.15 0.84 -0.42
C 6.212821 -1.040361 -8.199902 -0.92 0.02 -0.33
C 7.223804 -1.679332 -7.294737 0.54 -0.94 -0.43
N 7.621291 -0.857028 -6.118357 0.96 -0.11 0.18
C 8.408909 -1.639135 -5.073575 -1.01 -0.31 0.41
C 7.511417 -1.779219 -3.863479 -1.16 0.85 0.70
C 6.815143 -0.378828 -3.900983 1.24 -1.48 0.75
C 6.437966 -0.297359 -5.328888 0.08 0.30 -0.86
C 8.476598 0.248038 -6.691489 0.78 0.63 0.77
C 9.900513 -0.003911 -7.258398 -0.13 -0.57 1.57
C 10.327090 1.226153 -8.015324 -0.47 0.53 -0.48
H 4.085424 -1.849745 -9.871001 -0.59 -0.07 -0.44
H 5.049101 -2.331985 -11.286453 0.00 0.01 0.07
H 4.878354 -0.630543 -10.810347 0.55 -0.01 0.08
H 7.022085 -1.965408 -9.935078 0.54 -0.47 0.03
H 5.799939 -2.905578 -9.002122 0.40 -0.88 -0.10
H 5.242469 -0.972674 -7.702428 -0.06 0.07 0.04
H 6.493612 -0.036353 -8.494156 0.08 0.16 -0.18
H 8.136953 -1.900582 -7.871810 -0.16 0.32 0.32
H 6.893351 -2.674606 -6.999563 -0.30 0.12 0.51
H 9.299197 -1.128153 -4.764211 0.36 0.60 -0.20
H 8.684585 -2.563830 -5.474803 0.55 -1.35 -0.88
H 8.093706 -1.880601 -2.936459 -0.19 -0.23 -0.38
H 6.664743 -2.522567 -3.864777 1.24 0.24 -0.43
H 7.541532 0.328158 -3.524988 -0.04 0.63 -0.18
H 5.974649 -0.432086 -3.254638 -0.87 0.43 0.50
H 6.189684 0.682097 -5.709699 -0.01 0.27 -0.19
H 5.598410 -0.951977 -5.494394 -0.33 -0.24 -0.27
H 8.579879 0.946452 -5.843468 -0.10 0.13 -0.58
H 7.905046 0.660361 -7.501046 -0.36 0.52 0.01
H 10.009248 -0.912131 -7.830482 -0.25 -0.24 -0.45
H 10.613004 -0.132842 -6.419588 -0.37 0.03 -0.26
H 9.782543 1.420121 -8.956652 0.18 -0.40 0.31
H 11.380642 1.169927 -8.226773 0.37 0.07 -0.21
H 10.156295 2.103368 -7.397561 0.14 0.23 0.15
C -1.851370 2.523390 4.060005 -0.91 -0.70 0.78
C -0.385933 2.101528 4.135983 -0.49 -0.50 0.16
C -0.021011 1.032333 3.056384 -0.81 1.24 -0.58
C -0.254099 1.583209 1.633320 1.30 0.16 -0.12
N 0.165084 0.628931 0.519647 0.54 0.68 -0.28
C 1.656485 0.437471 0.415756 0.41 -0.93 -0.72
C 1.919541 0.062542 -1.078984 0.37 1.10 -0.25
C 0.728558 0.538814 -1.941932 -0.46 1.27 1.26
C -0.156954 1.204295 -0.853177 -0.79 -0.38 -0.54
C -0.446791 -0.721048 0.692259 0.59 -0.09 -0.87
C -1.952153 -0.777165 0.747007 0.04 0.58 1.59
C -2.324632 -2.216931 0.955884 -1.59 -0.57 -0.94
H -2.123468 2.938554 3.104543 -0.18 0.09 -0.42
H -2.312951 3.174728 4.834486 1.10 -0.02 -0.29
H -2.415023 1.591187 4.240490 -0.10 0.20 -0.56
H -0.279986 1.603863 5.122038 0.49 0.49 -0.45
H 0.305077 2.947614 4.024161 -0.08 -0.19 0.27
H -0.583592 0.105910 3.151196 0.10 -0.03 0.48
H 1.035470 0.895542 3.174763 0.62 -0.68 -0.01
H 0.360023 2.521077 1.555446 -0.64 -0.80 -0.39
H -1.271707 1.770474 1.362272 -0.72 0.44 0.35
H 2.019360 -0.262420 1.173626 -0.38 -0.25 -0.47
H 2.201912 1.324788 0.652130 -0.22 1.13 0.05
H 2.099348 -0.952538 -1.271566 0.05 -1.60 0.33
H 2.837368 0.521595 -1.447485 0.02 0.24 0.35
H 0.233808 -0.261128 -2.495774 0.07 0.16 0.07
H 0.980000 1.393980 -2.622756 -0.08 -1.17 0.30
H -1.211080 1.377731 -1.072823 -0.13 -1.05 0.35
H 0.141630 2.201718 -0.797017 0.99 1.77 0.39
H 0.062068 -1.161763 1.558910 -0.44 -0.05 -0.16
H -0.075707 -1.260759 -0.183275 -0.10 -0.24 0.14
H -2.522298 -0.316791 -0.052308 0.45 -0.03 -0.46
H -2.264331 -0.224513 1.649155 -0.10 -0.05 -0.18
H -3.424385 -2.350430 0.878435 0.56 0.13 0.04
H -2.048877 -2.606814 1.911152 0.45 -0.20 0.69
H -1.897779 -2.850232 0.178940 0.12 -0.11 -0.02
C 4.137591 1.399197 3.150833 -1.60 0.00 -1.86
C 4.612697 1.947159 4.491378 -0.43 -0.32 -0.45
C 4.633486 0.820137 5.537212 -0.27 0.27 0.77
C 5.431934 -0.426267 5.094999 -1.46 -0.54 -0.79
N 5.189741 -1.631438 5.976377 -0.27 -1.09 0.83
C 5.927748 -2.864095 5.476422 0.49 0.02 0.98
C 5.249599 -4.096349 6.172362 -0.88 1.40 -1.24
C 3.814431 -3.560451 6.552546 1.81 -0.75 0.92
C 3.783218 -2.207244 5.961206 -0.26 2.09 -0.11
C 5.526844 -1.345657 7.443916 -0.03 -0.83 -0.04
C 6.765360 -0.527647 7.638102 0.43 -0.52 0.99
C 7.116267 -0.410652 9.169997 0.13 0.31 -0.75
H 4.880284 0.940383 2.430005 -0.62 0.57 1.08
H 3.564535 2.191620 2.576581 1.01 -0.54 0.43
H 3.322088 0.647564 3.285304 0.70 0.12 0.10
H 3.859014 2.740374 4.788460 1.29 -0.75 0.00
H 5.621185 2.336555 4.336574 -0.19 0.45 0.35
H 3.557888 0.605245 5.777114 0.92 -0.31 -0.34
H 5.055744 1.205923 6.472889 -0.15 0.03 -0.17
H 6.520229 -0.297427 5.030458 -0.39 0.21 0.06
H 5.034523 -0.745789 4.103206 0.52 0.17 0.54
H 6.977653 -2.691907 5.754407 -0.22 -0.43 -0.46
H 5.758603 -2.868012 4.403834 0.28 -0.10 -0.12
H 5.809086 -4.526233 6.967516 0.39 0.03 0.86
H 5.115970 -4.884126 5.458927 0.19 -0.37 -0.57
H 3.722936 -3.599315 7.636228 -0.33 0.18 -0.03
H 3.052215 -4.146577 6.093339 -0.56 -0.55 -0.11
H 3.151044 -1.465644 6.434985 -0.28 -0.11 0.26
H 3.471237 -2.273769 4.940535 0.03 0.10 -0.85
H 5.674910 -2.327009 7.961006 -0.47 0.79 -0.48
H 4.657566 -0.825817 7.822690 -0.24 -0.04 0.33
H 6.616433 0.439727 7.177107 0.49 0.20 0.08
H 7.560692 -1.098544 7.127955 0.15 0.66 0.25
H 8.057962 0.151558 9.269291 -0.44 -0.15 0.07
H 7.284832 -1.394391 9.581053 0.19 -0.41 0.03
H 6.352288 0.036510 9.833249 0.17 0.09 -0.74
C -4.081832 -4.341384 7.158555 1.05 -0.66 -1.07
C -4.229972 -2.830735 7.293318 0.16 0.03 0.73
C -4.753337 -2.507499 8.727238 -0.09 1.55 0.52
C -5.963502 -3.358983 8.979234 -0.02 -1.21 0.78
N -6.892103 -3.089581 10.160563 0.30 1.29 -0.68
C -6.215127 -2.582084 11.417223 -0.56 0.62 -0.04
C -5.552081 -3.802388 12.031906 -0.18 -0.22 1.59
C -6.389991 -5.000843 11.562955 0.33 0.03 -0.84
C -7.436945 -4.381960 10.644527 -0.34 -0.65 0.07
C -8.083290 -2.232358 9.680922 0.46 -0.31 1.61
C -7.816978 -0.783897 9.327029 -0.74 -0.51 -0.50
C -9.125583 -0.019080 8.957836 0.82 -0.70 -0.74
H -5.002234 -4.829316 6.846682 -0.16 0.12 -0.18
H -3.846089 -4.807553 8.098416 0.47 -0.17 0.48
H -3.292792 -4.670009 6.428743 -0.73 0.48 0.62
H -4.890235 -2.513633 6.488716 -0.44 0.39 0.28
H -3.310030 -2.266490 7.117322 0.10 -0.34 0.17
H -5.044989 -1.442863 8.876697 0.30 -0.45 -0.55
H -4.000483 -2.663607 9.536925 -0.20 -0.23 -0.86
H -5.627259 -4.372546 9.184052 0.07 -0.08 -0.29
H -6.563709 -3.401933 8.074287 -0.39 0.07 0.12
H -7.085060 -2.227441 12.049889 1.20 -0.16 -0.56
H -5.520043 -1.776728 11.163087 -0.37 0.01 0.21
H -5.590945 -3.722040 13.145038 0.14 0.06 -0.86
H -4.506353 -3.959203 11.772011 -0.02 0.36 -0.15
H -6.834778 -5.587704 12.365151 0.05 0.05 -0.15
H -5.753706 -5.638654 10.936941 -0.17 -0.21 0.47
H -8.390684 -4.219057 11.140719 0.04 0.17 0.03
H -7.597485 -4.948842 9.755157 -0.47 -0.72 -0.44
H -8.679612 -2.314293 10.588987 -0.77 0.32 -0.43
H -8.483946 -2.815452 8.866700 -0.47 -0.02 -0.19
H -7.117233 -0.800097 8.490203 0.09 0.50 0.06
H -7.435663 -0.290752 10.195448 0.82 0.37 0.39
H -9.714034 -0.615852 8.235503 -0.03 0.35 0.56
H -8.838681 0.897764 8.439065 -0.09 -0.01 0.13
H -9.677152 0.255650 9.852193 -0.25 -0.21 -0.10
C -2.086682 -3.630753 -4.224288 -0.83 -0.13 1.93
C -1.233022 -2.477500 -4.680305 0.95 -0.65 -0.10
C -1.991318 -1.173714 -5.107529 1.51 -0.06 -0.26
C -2.372454 -1.357938 -6.543469 -0.06 0.02 -1.65
N -3.196319 -0.191181 -7.129889 1.70 -1.44 0.47
C -3.620701 -0.462513 -8.528963 -1.17 -0.75 -0.37
C -2.900009 0.463685 -9.437517 0.01 -0.16 -1.06
C -2.541039 1.623977 -8.567337 -0.57 -0.21 0.02
C -2.230003 0.943369 -7.244953 -0.76 2.00 0.37
C -4.343188 0.139776 -6.254014 -1.57 0.46 -0.64
C -5.370576 -0.950529 -5.960534 0.05 -0.50 0.92
C -6.589584 -0.371398 -5.201009 0.45 1.19 -0.27
H -2.649699 -4.104894 -5.001889 -0.67 -0.02 -0.51
H -2.752186 -3.336743 -3.366482 0.24 -0.23 -0.88
H -1.485861 -4.453167 -3.806312 0.18 0.32 -0.18
H -0.613639 -2.945973 -5.489946 -0.56 1.07 0.24
H -0.476678 -2.335582 -3.888789 -0.48 0.61 -0.27
H -1.388213 -0.230915 -5.005878 -0.20 -1.06 0.09
H -2.891409 -1.009652 -4.557816 -0.46 -0.21 0.90
H -3.001533 -2.240795 -6.702507 0.31 0.01 0.08
H -1.466559 -1.379807 -7.205822 -0.82 -0.40 0.60
H -4.684344 -0.326177 -8.568212 -0.58 0.40 0.03
H -3.506415 -1.474076 -8.856937 0.45 -0.86 0.40
H -3.569373 0.714902 -10.267456 0.44 0.04 -0.02
H -2.005993 -0.024442 -9.814338 0.12 0.01 -0.26
H -3.410226 2.259823 -8.493145 -0.27 0.38 0.33
H -1.766281 2.204284 -9.012014 0.81 0.44 0.06
H -2.450152 1.617345 -6.423736 0.17 0.03 0.28
H -1.209083 0.621304 -7.154355 0.35 -0.48 -0.11
H -4.898738 0.921150 -6.817236 0.46 -0.07 0.63
H -3.950337 0.510933 -5.333717 0.14 0.59 0.53
H -4.995854 -1.741802 -5.304245 0.52 0.11 -0.04
H -5.659851 -1.492979 -6.849478 -0.33 0.16 -0.49
H -6.366340 -0.123629 -4.133455 0.07 0.06 -1.06
H -7.380583 -1.090169 -5.173593 -0.50 -0.53 -0.15
H -6.977247 0.529804 -5.745292 0.25 -0.65 0.69
C -6.274516 4.037267 1.580430 0.11 -1.83 -1.00
C -5.962282 5.487568 1.545766 -1.33 1.83 0.10
C -5.270619 6.011329 0.268259 0.07 -2.41 0.71
C -4.951075 7.446783 0.350023 1.20 1.49 0.26
N -3.894462 7.902257 -0.664732 -1.00 0.44 -0.04
C -2.612531 7.098139 -0.552375 0.60 1.09 -0.56
C -1.507967 8.195999 -0.547817 0.38 -0.14 0.52
C -2.152599 9.369919 0.301521 -1.09 -1.75 -1.22
C -3.526441 9.384207 -0.437428 -0.38 0.58 -0.28
C -4.472769 7.722050 -2.082093 1.13 -0.39 0.60
C -5.669783 8.498352 -2.490262 -0.71 1.48 0.04
C -5.894744 8.353976 -3.999938 -0.85 -1.02 0.70
H -5.335383 3.488075 1.711427 -0.07 -0.19 -0.35
H -6.836006 3.576074 0.734236 0.62 0.70 0.22
H -6.856817 3.763718 2.432383 -0.47 0.16 0.83
H -5.370659 5.644995 2.468807 -0.15 0.61 -0.55
H -6.920533 6.081879 1.598481 0.85 -0.49 0.47
H -5.949989 5.798058 -0.559824 0.11 0.04 -0.08
H -4.407301 5.348458 0.145857 0.17 0.26 -0.32
H -4.517789 7.787771 1.332982 -0.79 -0.43 -0.79
H -5.852091 7.981282 0.061929 0.06 0.53 0.52
H -2.590581 6.510576 -1.462821 0.31 -0.36 0.11
H -2.617292 6.430435 0.298018 -0.15 0.17 0.30
H -1.370830 8.421149 -1.627552 0.10 0.56 0.77
H -0.499583 7.893468 -0.150822 -1.17 -0.02 -0.31
H -1.616231 10.305118 0.269938 0.00 0.23 -0.17
H -2.267335 9.043143 1.340655 0.11 0.10 -0.11
H -3.335994 9.823351 -1.430707 -0.05 -0.32 0.25
H -4.452855 9.929207 -0.094199 1.25 -0.68 0.34
H -4.609449 6.651974 -2.170170 -0.09 -0.24 -0.25
H -3.648513 8.035128 -2.714806 0.22 -0.16 -0.26
H -5.529529 9.571212 -2.240971 -0.08 -0.47 -0.18
H -6.611998 8.212352 -2.033019 0.07 -0.31 0.48
H -6.840397 8.857342 -4.247125 0.39 -0.25 -0.14
H -5.991399 7.256449 -4.212025 0.08 1.00 -0.21
H -5.092329 8.794626 -4.551112 0.49 0.16 -0.54
C 0.253081 6.815128 13.975835 -1.40 -0.79 1.77
C 1.330331 6.278582 13.113738 1.10 0.00 -0.88
C 0.844355 5.644079 11.798559 1.35 0.48 0.86
O 1.983417 5.488110 10.973046 -0.44 0.29 0.57
C 1.738504 4.711537 9.832649 2.06 -1.80 0.22
N 2.254397 7.457987 12.797024 -0.19 0.12 -0.83
H 1.657358 8.221106 12.462610 0.40 -0.06 -0.54
H 2.753328 7.869306 13.564058 0.08 -0.06 1.28
H 3.012350 7.207826 12.150129 -0.60 -0.03 -0.48
H 0.554758 6.939532 15.035854 -0.06 -0.10 -0.62
H -0.670382 6.182166 13.990489 0.93 0.23 -0.07
H -0.101061 7.769795 13.637826 -0.13 0.65 -0.35
H 2.019295 5.562313 13.548594 -0.23 -0.18 0.49
H 0.074303 6.231978 11.335822 -0.51 0.37 -0.44
H 0.453297 4.695804 12.122220 -0.43 -0.63 -0.11
H 1.577352 3.617581 10.066494 0.15 1.07 -0.04
H 2.627661 4.814576 9.195969 -0.12 -0.24 0.29
H 0.952300 5.059060 9.255543 -1.94 0.84 -0.93
C -8.741079 -7.408788 -0.617653 -0.07 0.11 -0.81
C -9.552629 -6.518619 0.278125 -0.37 1.18 0.39
C -9.397484 -5.016074 0.026804 -0.54 1.00 0.45
O -8.072134 -4.755725 0.214003 1.60 -0.70 0.35
C -7.674129 -3.400907 0.257097 0.71 -0.39 -0.94
N -11.067877 -6.747711 0.103264 0.76 0.64 -0.15
H -11.268576 -6.997311 -0.863929 -0.28 0.42 -0.22
H -11.421900 -7.491816 0.646593 -0.28 -1.52 0.92
H -11.597914 -5.931801 0.445877 0.16 -0.09 -0.65
H -8.617691 -8.383933 -0.173941 -0.37 -0.57 -0.30
H -7.719289 -7.082238 -0.834718 -0.27 0.54 0.57
H -9.212824 -7.383690 -1.614923 0.09 -0.64 0.25
H -9.347692 -6.662479 1.349500 -0.06 -0.13 -0.39
H -10.010674 -4.474040 0.805230 0.22 -0.29 -0.52
H -9.698912 -4.605644 -0.956712 -0.37 -0.67 0.03
H -7.683653 -2.987970 -0.792471 -0.35 0.10 1.19
H -6.622054 -3.391632 0.601804 -0.63 -0.01 -0.14
H -8.307255 -2.934583 0.996909 -0.15 0.92 -0.10
P 2.091130 -0.291896 -5.727614 -1.93 -1.40 -1.75
F 1.394134 -0.082604 -7.212304 0.66 -0.40 0.15
F 3.136599 0.833681 -6.064537 0.65 1.68 -0.03
F 0.954262 0.818881 -5.225852 0.99 -0.30 0.57
F 2.721555 -0.495993 -4.306310 -0.11 0.49 1.71
F 1.025377 -1.488825 -5.454413 0.69 0.57 -0.03
F 3.181996 -1.359820 -6.278664 -0.41 -0.37 -0.62
P -3.931031 2.151218 -2.038817 1.63 -0.54 -0.10
F -4.863049 1.429614 -3.106990 0.00 -0.68 -0.63
F -5.184907 2.703537 -1.344422 -1.33 1.27 1.53
F -3.990411 0.824731 -1.027085 0.14 0.44 -0.70
F -2.860396 2.832026 -0.969646 -0.80 0.39 0.14
F -2.611980 1.546256 -2.751022 0.16 -0.48 -0.63
F -3.849874 3.478493 -2.988090 0.29 -0.23 0.31
P 3.646594 -2.719229 1.267778 -0.90 0.77 0.17
F 5.105413 -2.750482 1.914259 0.35 -1.47 -0.17
F 3.179710 -1.972605 2.671082 -0.41 0.02 -0.47
F 4.113846 -1.267908 0.627767 -1.14 -0.28 0.17
F 2.082044 -2.546814 0.717838 1.24 0.09 -0.08
F 4.105124 -3.378195 -0.172958 -0.18 -0.14 1.60
F 3.154475 -4.168610 1.899190 1.23 1.06 -0.75
```
Positions in Å, forces in eV/Å.

Summary:
- net charge = +7
- lowest unoccupied orbital energy (eV) = -9.14
- HOMO-LUMO gap (Eh) = 0.391
- 2S+1 = 1